# C20H13AuBrN3O2

A molecular structure, C20H13AuBrN3O2 (ωB97M-V/def2-TZVPD, OMol25).

Structure (XYZ):
```
40
Properties=species:S:1:pos:R:3
Au -0.346 1.190 0.653
Br 5.488 -3.507 2.043
C 4.450 -2.020 1.496
C 3.140 -1.902 1.929
C 2.384 -0.825 1.501
C 2.922 0.128 0.635
C 4.255 -0.001 0.231
C 5.017 -1.070 0.660
N 2.076 1.170 0.228
C 2.300 1.918 -0.770
C 1.328 2.949 -1.150
C 1.562 3.773 -2.244
C 0.588 4.682 -2.623
C -0.581 4.757 -1.886
C -0.730 3.921 -0.790
N 0.194 3.033 -0.437
H 2.710 -2.639 2.591
H 1.346 -0.739 1.801
H 4.716 0.745 -0.404
H 6.049 -1.167 0.351
H 3.167 1.807 -1.423
H 2.495 3.692 -2.785
H 0.739 5.316 -3.486
H -1.373 5.440 -2.156
H -1.620 3.951 -0.175
O -3.116 0.761 -0.633
C -2.812 -0.224 0.014
N -1.704 -0.329 0.836
C -1.620 -1.579 1.400
O -0.739 -1.969 2.139
C -2.818 -2.355 0.934
C -3.212 -3.652 1.178
C -4.363 -4.107 0.539
C -5.090 -3.278 -0.306
C -4.690 -1.964 -0.541
C -3.546 -1.526 0.090
H -2.642 -4.286 1.845
H -4.697 -5.125 0.698
H -5.976 -3.665 -0.794
H -5.252 -1.304 -1.189
```

As for the LUMO energy: -1.1209 eV. As for the total energy: -3794.43118 Eh. The value obtained for the highest occupied orbital energy is -8.489 eV. The frontier orbital gap is 0.2708 hartree. For the strongest force on any atom, the calculation gives 0.6 eV/Å. Its relative energy (zero: lowest compared OMol25 entry of this formula, charge and spin) is 0.1277 eV.

Atom charges from the Mulliken analysis, given in e for atoms 1 to 5: 0.427 -0.190 0.215 -0.836 -0.025



# C4H7NO2

A molecular structure, C4H7NO2 (ωB97M-V/def2-TZVPD, OMol25).

Structure (XYZ):
```
14
Properties=species:S:1:pos:R:3
C 0.253 0.922 1.781
C -0.270 -0.970 0.047
C -1.344 0.034 0.152
O -0.141 0.813 0.404
C 0.217 -1.173 -1.320
O -0.248 -2.139 -1.917
N 1.180 -0.360 -1.832
H -0.567 1.323 2.384
H 0.558 -0.058 2.153
H 1.089 1.621 1.797
H -1.833 0.446 -0.735
H -2.015 0.010 1.016
H 1.613 -0.633 -2.701
H 1.582 0.385 -1.290
```

As for the LUMO energy: 0.6935 eV. As for the total energy: -361.71453 Eh. The value obtained for the highest occupied orbital energy is -8.659 eV. The frontier orbital gap is 0.3437 hartree. For the strongest force on any atom, the calculation gives 0.3 eV/Å. Its relative energy (zero: lowest compared OMol25 entry of this formula, charge and spin) is 4.5259 eV.

Atom charges from the Mulliken analysis, given in e for atoms 1 to 5: -0.655 -0.342 -0.217 -0.180 0.575



# C6H11N2

A gas-phase ion, C6H11N2 (charge +1) at a distorted geometry (ωB97M-V/def2-TZVPD, OMol25).

Structure (XYZ):
```
19
Properties=species:S:1:pos:R:3
C 0.283 2.235 -1.484
C 0.792 1.517 -0.209
C -0.463 0.961 0.595
C -0.315 -0.515 0.590
C 0.721 -1.296 1.142
N 0.393 -2.650 0.923
C -0.757 -2.702 0.244
N -1.185 -1.418 -0.056
H 0.905 3.176 -1.603
H 0.361 1.524 -2.273
H -0.728 2.521 -1.672
H 1.479 2.188 0.438
H 1.462 0.721 -0.549
H -1.324 1.235 -0.134
H -0.650 1.387 1.594
H 1.578 -0.850 1.677
H 0.963 -3.400 1.226
H -1.454 -3.550 0.099
H -2.062 -1.085 -0.548
```

As for the LUMO energy: -3.4770 eV. As for the total energy: -344.46305 Eh. The charge is +1. The value obtained for the highest occupied orbital energy is -13.615 eV. The frontier orbital gap is 0.3725 hartree. For the strongest force on any atom, the calculation gives 3.1 eV/Å. Its structure (SMILES) is CCCc1c[nH]c[nH+]1. Its relative energy (zero: lowest compared OMol25 entry of this formula, charge and spin) is 1.4176 eV.

Atom charges from the Mulliken analysis, given in e for atoms 1 to 5: -1.295 -0.400 -0.514 0.266 -0.406



# C7H10N2S

2 unconnected molecules or ions with the total composition C7H10N2S at a distorted geometry (ωB97M-V/def2-TZVPD, OMol25).

Structure (XYZ):
```
20
Properties=species:S:1:pos:R:3
C 2.836 0.537 0.491
C -1.084 2.194 -1.007
C -0.967 0.876 -1.165
C 1.684 -1.597 0.125
C 1.703 -0.276 0.847
C -0.215 -0.022 -0.463
C -2.584 -1.363 0.729
N 3.574 1.321 0.103
N 0.585 0.556 0.470
S 0.493 -1.317 -1.342
H -1.699 2.770 -1.621
H -0.413 2.786 -0.393
H -1.613 0.504 -1.954
H 2.544 -1.955 -0.342
H 1.186 -2.307 0.882
H 1.767 -0.466 2.013
H -3.227 -2.181 0.990
H -3.017 -0.977 -0.171
H -2.328 -0.674 1.479
H 0.775 1.593 0.330
```

As for the LUMO energy (alpha / beta): -0.1381 / -0.2006 eV. As for the total energy: -780.22614 Eh. The value obtained for the highest occupied orbital energy (alpha / beta) is -6.836 / -9.034 eV. The frontier orbital gap (alpha / beta) is 0.2461 / 0.3246 hartree. For the strongest force on any atom, the calculation gives 4.3 eV/Å. Its relative energy (zero: lowest compared OMol25 entry of this formula, charge and spin) is 4.8790 eV.

Atom charges from the Mulliken analysis, given in e for atoms 1 to 5: 0.039 -1.248 0.020 -0.760 0.189



# C7H18N3

2 unconnected molecules or ions with the total composition C7H18N3 at a distorted geometry (ωB97M-V/def2-TZVPD, OMol25).

Structure (XYZ):
```
28
Properties=species:S:1:pos:R:3
C -0.941 2.330 -0.733
C -0.262 1.975 -2.043
C -0.365 1.429 0.427
C -0.510 0.455 -2.220
C -0.617 -0.023 0.204
C -0.313 -2.332 1.126
C -0.150 -0.934 1.276
N 0.221 -0.453 2.500
N 2.281 -1.242 0.655
N -0.174 -0.423 -1.085
H -0.980 3.435 -0.756
H -2.024 2.127 -0.826
H -0.530 2.487 -2.964
H 0.939 2.037 -1.961
H 0.732 1.637 0.367
H -0.609 1.871 1.404
H -1.612 0.232 -2.475
H 0.092 -0.034 -3.043
H -1.712 -0.247 0.288
H 0.623 -2.857 1.386
H -0.821 -2.822 0.228
H -0.878 -2.587 2.071
H 0.632 -0.887 3.251
H 0.014 0.495 2.684
H 2.380 -2.068 1.229
H 1.983 -1.493 -0.286
H -0.508 -1.417 -1.308
H 3.111 -0.693 0.603
```

As for the LUMO energy: -4.0958 eV. As for the total energy: -441.48545 Eh. The charge is +1. The value obtained for the highest occupied orbital energy is -12.606 eV. The frontier orbital gap is 0.3127 hartree. For the strongest force on any atom, the calculation gives 5.1 eV/Å. Its relative energy (zero: lowest compared OMol25 entry of this formula, charge and spin) is 2.9251 eV.

Atom charges from the Mulliken analysis, given in e for atoms 1 to 5: -0.835 -0.551 -1.026 -0.742 0.639



# C3H9N2O

A gas-phase ion, C3H9N2O (charge +1) at a distorted geometry (ωB97M-V/def2-TZVPD, OMol25).

Structure (XYZ):
```
15
Properties=species:S:1:pos:R:3
C -0.159 -0.205 0.473
C 0.434 -0.048 -1.040
C -0.477 0.554 -2.118
N 1.197 -0.766 1.162
N -0.644 0.878 1.129
O 1.594 -0.358 -1.199
H -0.837 -1.034 0.489
H -1.512 0.809 -1.766
H -0.399 -0.159 -2.895
H 0.047 1.465 -2.457
H 1.579 -0.140 1.861
H 1.194 -1.765 1.452
H -0.085 1.661 1.266
H 1.889 -0.650 0.377
H -1.308 0.849 1.873
```

As for the LUMO energy: -3.6218 eV. As for the total energy: -304.19492 Eh. The charge is +1. The value obtained for the highest occupied orbital energy is -14.550 eV. The frontier orbital gap is 0.4016 hartree. For the strongest force on any atom, the calculation gives 2.5 eV/Å. Its structure (SMILES) is CC(=O)[C@H](N)[NH3+]. Its relative energy (zero: lowest compared OMol25 entry of this formula, charge and spin) is 1.5086 eV.

Atom charges from the Mulliken analysis, given in e for atoms 1 to 5: -0.208 0.753 -1.023 -0.387 -0.463



relative energy (zero: lowest compared OMol25 entry of this formula, charge and spin) of number 1 (C20H13AuBrN3O2)?
0.1277 eV



Which value of strongest force on any atom does entry 5 give?
5.1 eV/Å